(1)
{"formula": "C58H54ClIrN2P2Sb", "method": "ωB97M-V/def2-TZVPD", "symbols": ["Ir", "N", "C", "C", "C", "C", "C", "C", "P", "C", "C", "C", "C", "C", "C", "C", "C", "C", "C", "C", "C", "H", "H", "H", "H", "H", "H", "H", "H", "H", "H", "H", "H", "H", "H", "H", "H", "Cl", "C", "C", "C", "C", "C", "C", "P", "C", "C", "C", "C", "C", "C", "C", "C", "C", "C", "C", "C", "H", "H", "H", "H", "H", "H", "H", "H", "H", "H", "H", "H", "H", "H", "C", "C", "C", "C", "C", "C", "Sb", "C", "C", "C", "C", "C", "C", "C", "C", "C", "C", "C", "C", "H", "H", "H", "H", "H", "H", "H", "H", "H", "H", "H", "H", "H", "H", "H", "C", "C", "C", "C", "N", "H", "H", "H", "H", "H", "H", "H", "H", "H"], "coordinates": [[-0.272, 0.515, -0.302], [1.357, -0.165, 0.951], [1.574, 0.558, 2.199], [2.743, 0.358, 2.922], [2.926, 1.049, 4.107], [1.949, 1.922, 4.573], [0.793, 2.124, 3.842], [0.599, 1.456, 2.634], [-0.787, 1.749, 1.458], [-2.269, 1.248, 2.396], [-2.193, 0.633, 3.643], [-3.347, 0.241, 4.307], [-4.592, 0.450, 3.734], [-4.681, 1.057, 2.487], [-3.527, 1.448, 1.830], [-0.868, 3.578, 1.491], [0.056, 4.266, 0.706], [0.080, 5.650, 0.697], [-0.828, 6.362, 1.471], [-1.740, 5.687, 2.265], [-1.757, 4.297, 2.282], [2.189, -0.159, 0.363], [1.165, -1.146, 1.157], [3.495, -0.333, 2.560], [3.838, 0.908, 4.673], [2.103, 2.458, 5.501], [0.050, 2.831, 4.192], [-1.234, 0.451, 4.109], [-3.268, -0.234, 5.277], [-5.489, 0.143, 4.254], [-5.647, 1.226, 2.027], [-3.610, 1.917, 0.855], [0.745, 3.704, 0.081], [0.794, 6.174, 0.075], [-0.825, 7.444, 1.449], [-2.451, 6.237, 2.868], [-2.484, 3.785, 2.899], [-0.950, -2.114, 2.004], [-1.972, -2.880, 0.803], [-2.907, -3.757, 1.326], [-3.730, -4.476, 0.478], [-3.598, -4.330, -0.892], [-2.653, -3.454, -1.402], [-1.827, -2.686, -0.579], [-0.548, -1.591, -1.338], [-0.838, -1.748, -3.152], [0.229, -2.069, -3.996], [0.075, -2.078, -5.375], [-1.163, -1.810, -5.940], [-2.241, -1.532, -5.114], [-2.078, -1.490, -3.737], [0.941, -2.678, -1.134], [0.795, -4.009, -0.738], [1.878, -4.828, -0.470], [3.154, -4.308, -0.608], [3.338, -3.008, -1.043], [2.249, -2.177, -1.333], [-2.974, -3.872, 2.399], [-4.463, -5.157, 0.892], [-4.219, -4.901, -1.570], [-2.558, -3.374, -2.474], [1.193, -2.337, -3.588], [0.923, -2.321, -6.004], [-1.291, -1.838, -7.015], [-3.219, -1.334, -5.536], [-2.937, -1.264, -3.122], [-0.196, -4.422, -0.614], [1.724, -5.849, -0.152], [4.021, -4.920, -0.393], [4.344, -2.647, -1.174], [1.704, -0.557, -2.400], [-3.646, 6.496, -1.539], [-2.581, 6.292, -2.401], [-1.952, 5.054, -2.458], [-2.378, 4.003, -1.650], [-3.456, 4.218, -0.797], [-4.087, 5.451, -0.740], [-1.563, 2.031, -1.890], [-0.348, 2.356, -3.592], [0.647, 3.334, -3.565], [1.453, 3.552, -4.673], [1.294, 2.771, -5.809], [0.338, 1.765, -5.830], [-0.480, 1.558, -4.726], [-3.394, 1.314, -2.705], [-3.886, 1.649, -3.961], [-5.146, 1.221, -4.358], [-5.933, 0.466, -3.498], [-5.457, 0.141, -2.235], [-4.193, 0.564, -1.844], [-4.138, 7.460, -1.497], [-2.238, 7.094, -3.043], [-1.142, 4.923, -3.161], [-3.849, 3.414, -0.182], [-4.927, 5.591, -0.072], [0.787, 3.952, -2.683], [2.209, 4.326, -4.648], [1.924, 2.938, -6.674], [0.220, 1.144, -6.709], [-1.221, 0.768, -4.761], [-3.299, 2.258, -4.641], [-5.516, 1.482, -5.342], [-6.916, 0.138, -3.810], [-6.064, -0.450, -1.560], [-3.808, 0.252, -0.877], [4.688, -0.174, -0.988], [3.716, -0.265, -2.185], [3.349, 1.153, -2.612], [4.314, -0.989, -3.395], [2.427, -0.852, -1.755], [5.706, -0.445, -1.272], [4.407, -0.831, -0.164], [4.722, 0.844, -0.597], [4.250, 1.722, -2.846], [2.812, 1.660, -1.808], [2.710, 1.147, -3.498], [5.188, -0.441, -3.752], [3.583, -1.016, -4.208], [4.624, -2.011, -3.185]], "mulliken_charge": [4.495, -0.594, -0.178, -0.515, -0.802, -0.944, -0.032, -0.264, 0.973, 0.344, -0.990, -0.797, -0.848, -0.634, 0.587, 0.984, -0.276, -0.637, -0.625, -0.715, -0.420, -0.096, 0.399, 0.529, 0.414, 0.452, 0.547, 0.469, 0.444, 0.408, 0.508, -0.760, 0.216, 0.437, 0.427, 0.441, 0.447, -0.133, 1.362, -0.679, -0.707, -0.993, -0.277, -0.742, 0.828, 1.101, -0.842, -0.923, -0.938, -1.351, -0.455, 0.276, -1.073, -1.178, -1.212, -1.253, 1.120, 0.525, 0.423, 0.472, 0.573, 0.334, 0.497, 0.426, 0.442, 1.089, 0.464, 0.462, 0.441, 0.489, -0.242, -0.659, -0.838, -0.942, 1.901, -0.485, -0.836, -1.867, 1.498, -0.522, -0.836, -0.937, -0.759, -0.104, 1.141, -0.632, -0.801, -0.727, -0.707, -0.293, 0.415, 0.451, 0.515, 0.120, 0.464, 0.412, 0.454, 0.387, 0.482, 0.107, 0.390, 0.466, 0.418, 0.508, 0.310, -1.539, 1.494, -1.897, -1.754, 1.073, 0.466, 0.258, 0.369, 0.637, 0.201, 0.326, 0.534, 0.248, 0.369], "mol_weight_g_mol": 1190.46, "lumo_energy_ev": -2.3, "orbital_gap_ev": 7.72, "total_energy_ev": -104476.886, "charge": 1, "multiplicity": 1}

(2)
{"formula": "C58H56AsN4O2TeTl", "method": "ωB97M-V/def2-TZVPD", "symbols": ["Tl", "O", "C", "C", "C", "C", "C", "C", "C", "N", "C", "C", "N", "C", "C", "C", "C", "C", "C", "C", "O", "H", "H", "H", "H", "H", "H", "H", "H", "H", "H", "H", "H", "H", "H", "C", "C", "C", "C", "C", "C", "As", "N", "C", "C", "C", "C", "C", "C", "C", "C", "C", "C", "C", "C", "C", "C", "C", "C", "C", "C", "H", "H", "H", "H", "H", "H", "H", "H", "H", "H", "H", "H", "H", "H", "H", "H", "H", "H", "H", "H", "H", "H", "H", "H", "H", "H", "H", "C", "C", "C", "C", "C", "C", "Te", "C", "C", "C", "H", "H", "H", "H", "H", "H", "H", "H", "H", "H", "H", "N", "C", "C", "C", "C", "C", "C", "C", "C", "C", "H", "H", "H", "H"], "coordinates": [[0.070, -1.039, -0.540], [-1.072, -1.069, -2.671], [-1.229, -1.947, -3.567], [-2.305, -1.792, -4.500], [-2.506, -2.636, -5.553], [-1.646, -3.715, -5.773], [-0.625, -3.924, -4.884], [-0.394, -3.099, -3.772], [0.643, -3.534, -2.892], [0.967, -3.073, -1.748], [1.934, -3.801, -0.976], [2.713, -2.875, -0.043], [1.809, -2.303, 0.915], [2.218, -2.121, 2.110], [1.432, -1.716, 3.243], [2.058, -1.002, 4.270], [1.395, -0.606, 5.408], [0.064, -0.993, 5.577], [-0.560, -1.761, 4.635], [0.076, -2.169, 3.423], [-0.496, -2.968, 2.633], [-2.975, -0.960, -4.332], [-3.335, -2.471, -6.233], [-1.794, -4.375, -6.619], [0.043, -4.767, -5.024], [1.174, -4.438, -3.253], [1.389, -4.519, -0.346], [2.636, -4.371, -1.615], [3.516, -3.450, 0.450], [3.171, -2.074, -0.633], [3.283, -2.315, 2.345], [3.102, -0.737, 4.148], [1.897, -0.004, 6.156], [-0.469, -0.697, 6.474], [-1.577, -2.100, 4.780], [-5.004, 5.171, 1.335], [-3.832, 4.299, 1.692], [-3.943, 2.919, 1.733], [-2.862, 2.114, 2.053], [-3.089, 0.632, 2.123], [-1.595, 2.668, 2.322], [-0.199, 1.187, 2.390], [-0.006, 1.125, 0.589], [0.350, 2.147, -0.226], [1.035, 3.291, 0.221], [1.448, 4.284, -0.638], [1.195, 4.194, -1.997], [0.489, 3.091, -2.461], [0.069, 2.097, -1.608], [1.344, 2.037, 3.354], [2.673, 1.946, 2.933], [3.041, 1.227, 1.670], [3.687, 2.518, 3.695], [3.430, 3.121, 4.914], [4.522, 3.751, 5.732], [2.126, 3.094, 5.387], [1.097, 2.544, 4.639], [-0.282, 2.491, 5.230], [-1.499, 4.063, 2.336], [-0.276, 4.849, 2.731], [-2.608, 4.847, 2.024], [-5.838, 4.563, 0.992], [-4.733, 5.868, 0.541], [-5.331, 5.752, 2.201], [-4.900, 2.460, 1.514], [-4.137, 0.390, 1.947], [-2.790, 0.236, 3.098], [-2.477, 0.129, 1.370], [1.253, 3.366, 1.275], [1.988, 5.140, -0.242], [1.540, 4.966, -2.676], [0.259, 3.010, -3.517], [-0.492, 1.259, -2.002], [2.367, 0.388, 1.500], [4.062, 0.849, 1.725], [2.970, 1.888, 0.804], [4.705, 2.475, 3.325], [5.484, 3.656, 5.233], [4.592, 3.274, 6.711], [4.318, 4.811, 5.892], [1.907, 3.508, 6.365], [-0.244, 2.662, 6.305], [-0.718, 1.508, 5.034], [-0.933, 3.241, 4.783], [0.518, 4.220, 3.115], [-0.540, 5.570, 3.509], [0.103, 5.411, 1.878], [-2.501, 5.926, 2.044], [-6.183, -4.727, -3.866], [-5.030, -4.221, -3.042], [-3.952, -5.034, -2.740], [-2.937, -4.611, -1.892], [-1.810, -5.560, -1.616], [-2.980, -3.344, -1.310], [-1.690, -2.923, 0.411], [-4.016, -2.489, -1.693], [-4.026, -1.082, -1.194], [-5.027, -2.931, -2.533], [-5.963, -5.712, -4.274], [-6.401, -4.051, -4.693], [-7.084, -4.808, -3.253], [-3.903, -6.032, -3.162], [-1.710, -6.272, -2.435], [-1.982, -6.115, -0.693], [-0.881, -5.009, -1.504], [-3.186, -0.547, -1.642], [-3.888, -1.066, -0.112], [-4.952, -0.569, -1.451], [-5.844, -2.261, -2.777], [7.800, 0.617, -6.889], [6.905, 0.487, -6.175], [5.832, 0.337, -5.286], [5.229, -0.916, -5.101], [4.202, -1.061, -4.199], [3.739, 0.038, -3.453], [4.345, 1.289, -3.652], [5.374, 1.439, -4.549], [2.699, -0.129, -2.521], [1.815, -0.305, -1.702], [5.591, -1.766, -5.665], [3.736, -2.024, -4.047], [3.982, 2.134, -3.085], [5.842, 2.405, -4.690]], "mulliken_charge": [1.920, -0.013, -0.112, -0.609, -0.512, -0.786, -0.827, 1.333, -1.381, 1.188, -1.004, -1.140, 0.535, -1.323, 1.040, -0.264, -0.143, -0.627, -0.333, 0.172, -0.951, 0.345, 0.390, 0.353, 0.291, -0.117, 0.201, 0.443, 0.618, 0.129, 0.226, 0.284, 0.340, 0.277, 0.384, -1.609, 0.776, -0.938, -0.385, -1.863, 0.298, 1.458, -1.037, 1.414, 0.280, -1.026, -1.120, -0.493, -0.955, -0.212, 1.071, -1.150, -0.573, 0.763, -1.693, -1.263, 1.168, -1.541, 1.819, -1.755, -1.185, 0.349, 0.345, 0.304, 0.257, 0.462, 0.336, -0.042, 0.530, 0.443, 0.330, 0.456, 0.722, -0.543, 0.588, 0.270, 0.298, 0.383, 0.326, 0.315, 0.328, 0.538, 0.126, 0.066, -0.172, 0.592, 0.513, 0.394, -1.669, 1.032, -0.872, 1.407, -2.011, -0.708, 0.315, 1.682, -1.449, -0.961, 0.365, 0.336, 0.326, 0.196, 0.367, 0.382, 0.131, 0.149, 0.033, 0.354, 0.270, -0.602, 0.131, 0.499, -0.773, -0.351, -0.538, -0.430, -0.693, 0.524, -0.389, 0.422, 0.486, 0.528, 0.421], "mol_weight_g_mol": 1248.02, "lumo_energy_ev": 3.9, "orbital_gap_ev": 5.92, "total_energy_ev": -143934.865, "charge": -2, "multiplicity": 1}

(3)
{"formula": "C58H57N4O8P3RuS4", "method": "ωB97M-V/def2-TZVPD", "symbols": ["Ru", "C", "C", "O", "P", "O", "O", "O", "P", "O", "O", "O", "H", "H", "H", "H", "H", "H", "H", "N", "S", "N", "S", "N", "S", "N", "C", "C", "C", "C", "C", "C", "C", "C", "C", "C", "C", "C", "C", "C", "C", "C", "C", "C", "C", "C", "C", "C", "C", "C", "C", "C", "C", "C", "C", "C", "C", "C", "C", "C", "C", "C", "H", "H", "H", "H", "H", "H", "H", "H", "H", "H", "H", "H", "H", "H", "H", "H", "H", "H", "H", "H", "H", "H", "H", "H", "H", "H", "H", "H", "H", "H", "C", "C", "C", "C", "C", "C", "P", "C", "C", "C", "C", "C", "C", "C", "C", "C", "C", "C", "C", "H", "H", "H", "H", "H", "H", "H", "H", "H", "H", "H", "H", "H", "H", "C", "S", "C", "O", "H", "H", "H", "H", "H", "H"], "coordinates": [[-0.440, 0.164, -0.063], [-1.987, 2.716, 3.060], [-2.485, 1.290, 3.077], [-3.245, 1.025, 4.232], [-1.073, 0.104, 3.218], [-1.743, -1.341, 3.224], [-0.629, 0.343, 4.726], [0.142, 0.111, 2.373], [-3.430, 1.006, 1.513], [-4.200, -0.369, 1.923], [-4.376, 2.062, 1.136], [-2.359, 0.624, 0.506], [-1.384, 2.943, 3.939], [-2.844, 3.387, 3.019], [-1.386, 2.860, 2.160], [-3.856, 0.306, 4.020], [-1.271, -1.880, 2.577], [-1.402, 0.503, 5.277], [-5.085, -0.349, 1.557], [1.406, -0.317, -0.485], [2.829, -0.040, -0.143], [3.370, 1.307, 0.578], [3.417, 2.792, 0.048], [2.219, 3.473, -0.606], [0.638, 3.469, 0.125], [0.181, 2.036, 0.198], [0.014, 4.327, -1.558], [0.208, 3.904, -2.854], [-0.181, 4.742, -3.892], [-0.757, 5.974, -3.623], [-0.982, 6.364, -2.315], [-0.588, 5.535, -1.276], [1.348, 3.826, 1.982], [1.422, 5.179, 2.248], [1.622, 5.604, 3.552], [1.706, 4.672, 4.575], [1.594, 3.321, 4.294], [1.415, 2.889, 2.986], [4.752, 2.905, -1.162], [6.036, 2.612, -0.728], [7.095, 2.722, -1.612], [6.863, 3.119, -2.920], [5.576, 3.412, -3.341], [4.511, 3.308, -2.462], [4.159, 3.688, 1.418], [4.565, 3.046, 2.573], [5.144, 3.796, 3.585], [5.312, 5.163, 3.429], [4.916, 5.790, 2.256], [4.338, 5.050, 1.240], [3.729, -0.106, -1.720], [2.946, -0.013, -2.858], [3.548, 0.021, -4.102], [4.929, -0.040, -4.199], [5.706, -0.129, -3.054], [5.109, -0.150, -1.803], [3.555, -1.211, 1.030], [4.433, -2.205, 0.636], [4.936, -3.072, 1.592], [4.552, -2.949, 2.916], [3.644, -1.971, 3.291], [3.139, -1.094, 2.345], [0.647, 2.937, -3.056], [-0.034, 4.433, -4.917], [-1.029, 6.636, -4.433], [-1.454, 7.312, -2.100], [-0.763, 5.818, -0.247], [1.324, 5.892, 1.442], [1.681, 6.659, 3.771], [1.829, 5.006, 5.595], [1.619, 2.594, 5.094], [1.306, 1.842, 2.760], [6.194, 2.311, 0.298], [8.098, 2.508, -1.277], [7.693, 3.217, -3.603], [5.405, 3.736, -4.354], [3.504, 3.549, -2.758], [4.414, 1.981, 2.659], [5.456, 3.313, 4.498], [5.755, 5.743, 4.224], [5.047, 6.854, 2.141], [4.013, 5.508, 0.318], [1.871, 0.032, -2.734], [2.938, 0.092, -4.989], [5.402, -0.022, -5.168], [6.780, -0.184, -3.134], [5.706, -0.200, -0.906], [4.709, -2.316, -0.400], [5.623, -3.849, 1.298], [4.950, -3.629, 3.654], [3.324, -1.897, 4.318], [2.406, -0.345, 2.599], [-4.647, 3.118, -2.651], [-3.563, 3.310, -1.813], [-2.516, 2.409, -1.830], [-2.535, 1.324, -2.699], [-3.630, 1.129, -3.537], [-4.686, 2.022, -3.499], [-1.101, 0.199, -2.698], [-0.869, -0.158, -4.472], [-0.394, -1.411, -4.854], [-0.136, -1.683, -6.184], [-0.330, -0.700, -7.143], [-0.774, 0.558, -6.765], [-1.028, 0.837, -5.434], [-1.836, -1.339, -2.057], [-2.702, -2.220, -2.694], [-3.218, -3.286, -1.977], [-2.883, -3.447, -0.642], [-2.030, -2.552, -0.013], [-1.469, -1.489, -0.712], [-5.467, 3.819, -2.636], [-3.537, 4.156, -1.144], [-1.681, 2.534, -1.152], [-3.664, 0.285, -4.213], [-5.546, 1.860, -4.132], [-0.250, -2.176, -4.103], [0.212, -2.664, -6.472], [-0.139, -0.918, -8.183], [-0.929, 1.320, -7.515], [-1.376, 1.818, -5.142], [-2.953, -2.095, -3.736], [-3.882, -3.990, -2.456], [-3.292, -4.278, -0.084], [-1.794, -2.712, 1.030], [1.099, -5.160, 0.349], [1.594, -3.400, 0.072], [0.990, -3.342, -1.668], [0.685, -2.598, 0.900], [0.020, -5.250, 0.278], [1.434, -5.441, 1.343], [1.590, -5.773, -0.399], [1.691, -3.907, -2.274], [0.992, -2.294, -1.956], [-0.010, -3.750, -1.751]], "lowdin_spin": [2.761, 0.001, 0.001, 0.000, 0.005, 0.000, 0.002, 0.059, 0.012, 0.002, 0.004, 0.074, 0.000, 0.000, 0.001, 0.000, 0.000, 0.000, 0.000, 0.129, 0.066, 0.016, 0.007, 0.011, 0.363, 0.412, 0.251, 0.034, 0.014, -0.007, 0.006, 0.018, 0.300, 0.031, 0.009, 0.001, 0.016, 0.045, 0.001, 0.000, 0.000, 0.000, 0.000, 0.000, 0.003, 0.001, 0.000, 0.001, 0.000, 0.000, 0.010, 0.004, 0.000, 0.001, 0.001, 0.002, 0.014, 0.003, 0.000, 0.002, 0.000, 0.003, 0.004, 0.003, 0.000, 0.001, 0.004, 0.003, 0.002, 0.000, 0.002, 0.005, 0.000, 0.000, 0.000, 0.000, 0.000, 0.000, 0.000, 0.000, 0.000, 0.000, 0.003, 0.000, 0.000, 0.000, 0.000, 0.000, 0.000, 0.000, 0.000, 0.000, 0.001, 0.000, 0.002, 0.007, 0.003, 0.000, 0.125, 0.038, 0.013, -0.001, 0.012, 0.000, 0.013, 0.019, -0.004, 0.026, 0.001, 0.024, -0.012, 0.000, 0.000, 0.000, 0.000, 0.000, 0.001, 0.000, 0.001, 0.000, 0.001, -0.001, 0.001, 0.000, 0.001, 0.001, 0.002, 0.000, 0.010, 0.000, 0.000, 0.000, 0.000, 0.000, 0.000], "mol_weight_g_mol": 1260.37, "lumo_energy_ev": [-2.2, -3.6], "orbital_gap_ev": [7.09, 6.98], "total_energy_ev": -157190.072, "charge": 1, "multiplicity": 6}